{"formula": "C28H42N5O6PS3V", "method": "wB97M-V/def2-TZVPD", "charge": -2, "max_force_ev_per_a": 2.5, "energy_ha": -4297.42168, "multiplicity": 4, "de_lowest_ev": 1.200, "homo_lumo_gap_ev": [5.1179, 5.9682], "symbols": ["V", "S", "C", "S", "C", "C", "N", "C", "N", "C", "N", "C", "C", "C", "C", "C", "C", "C", "C", "H", "H", "H", "H", "H", "H", "H", "H", "H", "H", "H", "H", "C", "C", "S", "O", "C", "C", "H", "H", "H", "H", "H", "H", "H", "H", "H", "H", "C", "N", "C", "C", "C", "O", "N", "C", "O", "H", "H", "H", "H", "H", "C", "C", "O", "P", "O", "C", "C", "O", "C", "C", "H", "H", "H", "H", "H", "H", "H", "H", "H", "H", "H", "H", "H", "H", "H"], "coordinates": [[0.80649, 0.97032, -0.52507], [1.19215, -2.98711, 0.08305], [2.04382, -2.02823, 1.20444], [1.66898, -0.37713, 1.53120], [3.08351, -2.62595, 1.94978], [3.43347, -3.98930, 1.82781], [3.76096, -5.09870, 1.79338], [3.86112, -1.91502, 2.89118], [4.53783, -1.40779, 3.68177], [3.76399, 0.19482, -0.98455], [2.53992, 0.39295, -1.77280], [2.34813, -0.79200, -2.61394], [2.71639, 1.56652, -2.64515], [1.38113, 2.06569, -3.12692], [1.21735, 2.62485, -4.38766], [-0.00716, 3.17887, -4.74819], [-1.05069, 3.16817, -3.83283], [-0.87581, 2.58484, -2.58027], [0.33428, 1.99862, -2.18666], [4.64000, 0.14568, -1.65198], [3.70181, -0.73696, -0.42728], [3.88960, 1.01965, -0.28810], [3.28482, -1.04277, -3.13710], [1.57028, -0.59403, -3.34719], [2.04316, -1.63454, -2.00093], [3.40483, 1.32435, -3.47264], [3.16903, 2.35156, -2.03622], [2.04404, 2.63919, -5.09487], [-0.14094, 3.62143, -5.73022], [-2.00426, 3.61441, -4.10527], [-1.71175, 2.58343, -1.88486], [-0.04835, -3.75953, 3.69349], [0.11865, -2.27795, 3.97999], [-0.87687, -1.34828, 2.73570], [-2.25775, -1.92460, 2.91372], [-1.06535, 0.19684, 3.73502], [0.19108, 0.89207, 4.23075], [0.47394, -4.36648, 4.43461], [0.34420, -4.00819, 2.70649], [-1.11190, -4.00391, 3.71342], [1.14997, -1.94872, 3.86647], [-0.26156, -2.01857, 4.97074], [-1.71864, -0.12147, 4.54982], [-1.62214, 0.84262, 3.05461], [0.85406, 0.20302, 4.75100], [-0.07268, 1.70026, 4.92103], [0.74870, 1.31762, 3.40022], [-1.30219, 4.08971, 2.36850], [0.00838, 3.92817, 1.77605], [1.03395, 4.80091, 2.01660], [2.22991, 4.62342, 1.42912], [2.45351, 3.50229, 0.52730], [3.52161, 3.35530, -0.06607], [1.40317, 2.62751, 0.36386], [0.23437, 2.81128, 0.98000], [-0.68524, 1.98233, 0.83488], [-1.30808, 4.99410, 2.97509], [-1.54715, 3.22793, 2.99028], [-2.05900, 4.16486, 1.58608], [0.80700, 5.61592, 2.69114], [3.05548, 5.28974, 1.62779], [-3.16914, -4.32105, -0.92014], [-2.16818, -3.46503, -0.15813], [-2.12158, -2.20570, -0.82090], [-1.09649, -0.92145, -0.61616], [-0.51863, -0.76341, -2.12946], [-1.32255, -1.03603, -3.27135], [-0.87353, -2.34059, -3.91645], [-2.33575, 0.18110, -0.83843], [-3.42680, 0.20531, 0.06018], [-4.70711, -0.21444, -0.65101], [-3.30849, -5.28016, -0.41888], [-2.80728, -4.49774, -1.93451], [-4.12935, -3.80543, -0.98098], [-1.18547, -3.93513, -0.15481], [-2.48778, -3.31644, 0.87488], [-1.20524, -0.19173, -3.95754], [-2.37148, -1.10346, -2.97993], [0.10864, -2.22689, -4.37592], [-1.58866, -2.66067, -4.67717], [-0.79844, -3.10333, -3.14112], [-3.52200, 1.22921, 0.44018], [-3.25119, -0.46352, 0.90718], [-4.90443, 0.44329, -1.49962], [-5.55211, -0.17749, 0.04108], [-4.59451, -1.23323, -1.02059]], "atomic_forces_ev_per_a": [[0.35, -2.39, 0.49], [-0.06, 0.00, -0.11], [0.10, -0.20, 0.03], [0.62, 0.26, -0.10], [-0.15, 0.21, -0.04], [-0.01, -0.43, -0.05], [0.01, 0.04, -0.02], [0.23, 0.23, 0.30], [-0.06, 0.00, -0.01], [0.17, -0.02, 0.06], [0.52, -0.13, -0.23], [-0.05, -0.08, -0.14], [-0.01, 0.21, -0.09], [-0.11, 0.12, -0.14], [0.04, -0.02, -0.04], [0.01, 0.04, -0.09], [-0.08, 0.06, -0.01], [0.03, 0.11, -0.16], [-0.55, 0.81, -1.20], [-0.05, 0.02, -0.02], [-0.04, 0.00, -0.01], [0.02, 0.00, -0.01], [-0.01, 0.08, 0.01], [0.01, 0.04, -0.03], [0.00, -0.09, 0.05], [-0.02, 0.01, 0.02], [0.10, -0.05, -0.01], [0.01, -0.01, 0.01], [0.00, -0.01, 0.00], [0.00, -0.02, 0.02], [-0.03, -0.08, -0.02], [-0.08, -0.01, -0.08], [0.03, 0.11, -0.45], [-0.34, -0.06, 1.15], [-0.52, -0.19, -0.15], [0.36, -0.09, -0.39], [-0.06, 0.07, -0.07], [0.04, 0.05, 0.03], [0.05, -0.01, -0.01], [0.02, -0.09, 0.01], [0.05, -0.02, 0.08], [-0.06, 0.10, -0.03], [-0.02, -0.10, -0.06], [-0.10, 0.03, 0.04], [0.06, 0.03, 0.02], [-0.05, -0.01, 0.02], [0.07, 0.00, 0.04], [-0.07, -0.14, -0.05], [0.02, 0.05, 0.12], [0.21, -0.22, -0.31], [-0.13, 0.32, 0.42], [0.05, -0.25, -0.35], [-0.07, 0.10, 0.16], [0.77, 1.58, 1.14], [-0.25, 0.62, 0.43], [0.05, -0.09, -0.14], [0.02, 0.00, -0.01], [-0.01, 0.03, 0.02], [-0.01, 0.01, 0.05], [0.04, 0.02, 0.00], [-0.01, 0.02, -0.04], [0.15, 0.20, 0.07], [-0.03, -0.12, 0.01], [0.14, 0.02, -0.01], [-1.43, -0.25, -0.39], [-0.02, -0.44, 0.35], [-0.09, 0.01, -0.37], [0.08, 0.19, 0.21], [0.05, 0.00, -0.17], [-0.03, -0.05, -0.03], [0.19, 0.01, 0.06], [0.00, -0.03, 0.00], [-0.05, -0.04, -0.03], [-0.04, -0.05, 0.01], [0.02, 0.03, 0.05], [0.06, 0.01, 0.06], [0.00, 0.02, 0.08], [0.02, 0.08, -0.01], [0.02, -0.04, -0.01], [-0.01, 0.00, -0.03], [-0.04, -0.09, -0.06], [0.06, -0.06, 0.04], [0.01, 0.01, 0.14], [-0.02, 0.02, 0.00], [-0.04, 0.02, -0.02], [-0.03, -0.02, -0.02]], "mulliken_charge": [0.0165, -0.5534, 1.2930, -0.8160, 0.3833, -0.3700, -0.7826, -0.2397, -0.8233, -1.1275, 0.6573, -0.9121, -1.3324, 0.9797, -0.9597, -0.5767, -0.8504, -0.2492, 1.1705, 0.3571, 0.3536, 0.1318, 0.3319, 0.1376, -0.0319, 0.4208, 0.4130, 0.3722, 0.3348, 0.3683, 0.2556, -1.2736, -0.4460, 0.8918, -0.8498, -0.5542, -0.8951, 0.3764, 0.1976, 0.3854, 0.0903, 0.6262, 0.5980, -0.0511, 0.3433, 0.4029, 0.0119, -0.8514, 0.3368, -0.1200, -1.1223, 0.5370, -0.7978, 0.7444, -0.6450, 0.0520, 0.3541, 0.1739, 0.2434, 0.3106, 0.4115, -1.4798, 0.3434, -0.2289, 0.0320, 0.8618, -0.1644, -1.2069, -0.2181, 0.2198, -1.5107, 0.4189, 0.2821, 0.3181, 0.0474, 0.1202, 0.3460, 0.0206, 0.3383, 0.3945, 0.1442, 0.2390, -0.0338, 0.3081, 0.4314, 0.1432]}